1) {"formula": "C8H13NO2", "method": "wB97M-V/def2-TZVPD", "symbols": ["C", "C", "C", "C", "O", "H", "H", "H", "H", "H", "H", "C", "C", "C", "C", "N", "O", "H", "H", "H", "H", "H", "H", "H"], "positions_angstrom": [[-4.527, 0.809, -0.452], [-3.604, -0.164, 0.156], [-2.303, 0.042, 0.291], [-1.329, -0.966, 0.718], [-1.637, -2.133, 0.849], [-4.070, 1.675, -0.979], [-5.173, 1.237, 0.349], [-5.217, 0.282, -1.229], [-4.118, -1.176, 0.471], [-1.860, 0.985, -0.165], [-0.353, -0.561, 1.133], [3.022, 1.844, 0.788], [2.456, 1.527, -0.611], [2.334, 0.083, -0.713], [2.302, -1.108, -0.865], [2.290, -2.484, -0.759], [2.529, -2.947, 0.562], [3.894, 2.672, 0.677], [3.569, 0.981, 1.082], [2.221, 2.220, 1.421], [3.169, 1.961, -1.206], [1.460, 1.918, -0.897], [3.035, -2.903, -1.308], [1.910, -3.792, 0.686]], "homo_energy_ev": -8.530, "homo_lumo_gap_ha": 0.3295, "e_lumo_ev": 0.43}

2) {"formula": "C8H13NO2", "method": "wB97M-V/def2-TZVPD", "symbols": ["C", "O", "C", "N", "C", "O", "C", "C", "C", "C", "C", "H", "H", "H", "H", "H", "H", "H", "H", "H", "H", "H", "H", "H"], "positions_angstrom": [[2.440, 2.494, 0.242], [1.247, 1.729, 0.489], [0.594, 1.457, -0.700], [0.673, 2.123, -1.839], [-0.154, 1.515, -2.640], [-0.760, 0.455, -2.098], [-0.344, 0.403, -0.830], [-0.682, -0.699, 0.039], [-0.652, -0.315, 1.561], [0.551, -1.715, -0.289], [-1.965, -1.299, -0.493], [3.252, 1.924, 0.708], [2.449, 3.446, 0.682], [2.610, 2.576, -0.805], [-0.357, 1.759, -3.731], [-0.659, -1.212, 2.190], [0.303, 0.348, 1.837], [-1.518, 0.329, 1.894], [0.212, -2.469, -1.018], [1.367, -1.116, -0.560], [0.682, -2.105, 0.705], [-2.328, -2.222, 0.088], [-2.817, -0.561, -0.539], [-1.782, -1.594, -1.458]], "homo_energy_ev": -7.824, "homo_lumo_gap_ha": 0.3196, "e_lumo_ev": 0.87}

Of them, 2) has the highest stability.

1) {"formula": "H5NOSSi", "method": "wB97M-V/def2-TZVPD", "symbols": ["N", "O", "Si", "S", "H", "H", "H", "H", "H"], "positions_angstrom": [[-0.227, -1.288, -0.779], [1.782, 1.478, 0.095], [-1.543, -0.660, 0.044], [-3.165, 0.527, 0.026], [0.584, -1.354, -0.268], [0.008, -0.845, -1.628], [2.116, 1.051, 0.905], [-1.000, -1.257, 1.247], [1.446, 2.348, 0.357]], "spin_multiplicity": 3, "homo_energy_ev": [-5.158, -10.060], "homo_lumo_gap_ha": [0.2004, 0.2522], "s_squared": 2.004, "e_lumo_ev": [0.30, -3.20]}

2) {"formula": "H5NOSSi", "method": "wB97M-V/def2-TZVPD", "symbols": ["N", "O", "Si", "S", "H", "H", "H", "H", "H"], "positions_angstrom": [[0.287, -1.539, -0.035], [-0.198, 0.549, 1.369], [0.987, -0.112, 0.530], [2.549, 0.818, -0.212], [0.752, -2.248, -0.576], [-0.649, -1.571, -0.164], [-0.135, 1.400, 1.792], [-1.533, 1.116, -1.530], [-2.061, 1.586, -1.173]], "spin_multiplicity": 3, "homo_energy_ev": [-5.091, -10.359], "homo_lumo_gap_ha": [0.2153, 0.2585], "s_squared": 2.004, "e_lumo_ev": [0.77, -3.32]}

Of them, 2) has the highest stability.

1) {"formula": "C14H18N2O5", "method": "wB97M-V/def2-TZVPD", "symbols": ["N", "C", "C", "C", "C", "C", "C", "C", "C", "C", "O", "N", "C", "C", "C", "C", "O", "O", "C", "O", "O", "H", "H", "H", "H", "H", "H", "H", "H", "H", "H", "H", "H", "H", "H", "H", "H", "H", "H"], "positions_angstrom": [[-0.044, 2.353, -0.049], [-1.010, 1.233, -0.060], [-0.826, 0.373, -1.355], [-1.421, 1.041, -2.604], [-2.758, 0.941, -2.911], [-3.247, 1.562, -4.038], [-2.431, 2.318, -4.895], [-1.060, 2.370, -4.606], [-0.576, 1.774, -3.421], [-0.868, 0.272, 1.148], [-1.832, -0.293, 1.619], [0.400, 0.143, 1.631], [0.667, -0.574, 2.845], [0.549, -2.098, 2.779], [0.415, -2.709, 1.376], [1.553, -2.415, 0.434], [2.415, -1.635, 0.636], [1.401, -3.053, -0.745], [2.065, -0.204, 3.417], [2.323, -0.203, 4.598], [2.992, 0.001, 2.488], [0.884, 2.066, -0.341], [0.026, 2.902, 0.799], [-2.025, 1.632, -0.067], [0.257, 0.200, -1.524], [-1.333, -0.592, -1.220], [-3.437, 0.325, -2.325], [-4.275, 1.349, -4.349], [-2.778, 2.737, -5.844], [-0.335, 2.931, -5.246], [0.485, 1.841, -3.168], [1.089, 0.825, 1.374], [-0.042, -0.192, 3.585], [1.394, -2.618, 3.248], [-0.387, -2.368, 3.282], [0.407, -3.805, 1.421], [-0.546, -2.402, 0.930], [0.712, -3.739, -0.719], [2.715, -0.403, 1.669]], "homo_energy_ev": -9.304, "homo_lumo_gap_ha": 0.3483, "e_lumo_ev": 0.17}

2) {"formula": "C14H18N2O5", "method": "wB97M-V/def2-TZVPD", "symbols": ["C", "C", "O", "C", "O", "C", "N", "C", "C", "O", "C", "O", "N", "C", "C", "C", "C", "O", "C", "C", "C", "H", "H", "H", "H", "H", "H", "H", "H", "H", "H", "H", "H", "H", "H", "H", "H", "H", "H"], "positions_angstrom": [[3.213, -2.801, 3.043], [2.201, -2.230, 4.023], [1.253, -1.397, 3.344], [0.259, -1.993, 2.719], [-0.009, -3.167, 2.763], [-0.558, -0.997, 1.906], [-1.754, -1.671, 1.457], [-2.888, -1.045, 1.092], [-4.050, -1.969, 0.829], [-2.951, 0.169, 0.972], [0.311, -0.476, 0.715], [1.415, -0.915, 0.486], [-0.342, 0.486, 0.040], [0.072, 1.182, -1.103], [1.334, 1.035, -1.677], [1.667, 1.763, -2.798], [0.760, 2.652, -3.375], [1.198, 3.319, -4.481], [0.328, 4.230, -5.105], [-0.499, 2.798, -2.802], [-0.834, 2.067, -1.677], [2.720, -3.480, 2.352], [3.985, -3.341, 3.584], [3.667, -1.997, 2.470], [2.678, -1.572, 4.751], [1.663, -3.033, 4.537], [-0.820, -0.131, 2.527], [-1.721, -2.678, 1.572], [-4.285, -2.539, 1.725], [-3.795, -2.664, 0.031], [-4.916, -1.385, 0.535], [-1.295, 0.697, 0.349], [2.042, 0.351, -1.242], [2.639, 1.659, -3.252], [-0.577, 3.736, -5.472], [0.882, 4.637, -5.949], [0.048, 5.046, -4.430], [-1.229, 3.474, -3.219], [-1.814, 2.181, -1.237]], "homo_energy_ev": -7.845, "homo_lumo_gap_ha": 0.3141, "e_lumo_ev": 0.70}

Of them, 2) has the highest stability.

1) {"formula": "C17H22N2O5S", "method": "wB97M-V/def2-TZVPD", "symbols": ["C", "O", "C", "O", "C", "C", "C", "C", "C", "O", "O", "C", "C", "N", "C", "S", "N", "C", "C", "C", "C", "C", "O", "C", "C", "H", "H", "H", "H", "H", "H", "H", "H", "H", "H", "H", "H", "H", "H", "H", "H", "H", "H", "H", "H", "H", "H"], "positions_angstrom": [[4.492, 3.965, -0.366], [3.681, 2.801, -0.333], [4.308, 1.658, -0.040], [5.495, 1.585, 0.166], [3.385, 0.492, -0.001], [3.930, -0.771, 0.243], [3.109, -1.873, 0.257], [1.730, -1.748, 0.057], [0.887, -2.952, 0.070], [-0.302, -2.982, -0.208], [1.549, -4.057, 0.420], [0.792, -5.257, 0.449], [1.172, -0.464, -0.157], [-0.181, -0.351, -0.375], [-1.007, 0.720, -0.149], [-0.572, 2.000, 0.809], [-2.219, 0.656, -0.741], [-2.671, -0.429, -1.587], [-3.574, -1.374, -0.792], [-4.745, -0.590, -0.203], [-4.246, 0.609, 0.606], [-5.418, 1.436, 1.156], [-6.259, 1.960, 0.159], [-3.319, 1.466, -0.269], [2.024, 0.642, -0.205], [3.823, 4.795, -0.573], [5.250, 3.877, -1.148], [4.994, 4.105, 0.593], [4.993, -0.857, 0.405], [3.518, -2.856, 0.422], [0.377, -5.470, -0.538], [-0.030, -5.171, 1.163], [1.480, -6.041, 0.753], [-0.631, -1.266, -0.464], [-1.826, -0.957, -2.029], [-3.248, 0.020, -2.404], [-2.995, -1.839, 0.009], [-3.939, -2.166, -1.447], [-5.344, -1.240, 0.437], [-5.391, -0.227, -1.005], [-3.664, 0.253, 1.463], [-6.057, 0.792, 1.765], [-5.027, 2.239, 1.796], [-5.793, 2.660, -0.309], [-2.915, 2.306, 0.299], [-3.861, 1.844, -1.142], [1.621, 1.620, -0.400]], "homo_energy_ev": -8.060, "homo_lumo_gap_ha": 0.2879, "e_lumo_ev": -0.23}

2) {"formula": "C17H22N2O5S", "method": "wB97M-V/def2-TZVPD", "symbols": ["C", "O", "C", "C", "C", "C", "C", "C", "N", "C", "O", "N", "C", "C", "C", "C", "O", "O", "C", "C", "S", "C", "C", "O", "C", "H", "H", "H", "H", "H", "H", "H", "H", "H", "H", "H", "H", "H", "H", "H", "H", "H", "H", "H", "H", "H", "H"], "positions_angstrom": [[2.268, -0.660, -4.128], [1.788, 0.261, -3.182], [0.784, -0.130, -2.330], [0.230, -1.404, -2.339], [-0.800, -1.737, -1.476], [-1.284, -0.803, -0.586], [-0.736, 0.470, -0.543], [-1.267, 1.509, 0.430], [-2.423, 2.185, -0.139], [-3.712, 1.924, 0.149], [-4.656, 2.351, -0.477], [-3.903, 1.156, 1.293], [-2.904, 0.723, 2.127], [-3.388, 0.096, 3.392], [-1.609, 0.885, 1.764], [-0.476, 0.403, 2.547], [-0.511, -0.146, 3.626], [0.686, 0.657, 1.900], [1.871, 0.086, 2.423], [2.430, -0.922, 1.432], [1.353, -2.397, 1.339], [2.223, -3.247, -0.009], [0.298, 0.824, -1.415], [0.727, 2.122, -1.340], [2.083, 2.431, -1.579], [2.725, -1.534, -3.651], [3.030, -0.125, -4.693], [1.478, -0.989, -4.810], [0.587, -2.144, -3.037], [-1.216, -2.732, -1.505], [-2.080, -1.061, 0.094], [-0.485, 2.265, 0.569], [-2.256, 2.697, -0.992], [-4.865, 1.031, 1.573], [-3.868, 0.851, 4.014], [-4.122, -0.675, 3.165], [-2.560, -0.338, 3.940], [1.648, -0.393, 3.383], [2.591, 0.898, 2.574], [3.424, -1.244, 1.743], [2.469, -0.482, 0.434], [2.188, -2.629, -0.902], [3.249, -3.448, 0.286], [1.696, -4.179, -0.183], [2.234, 3.420, -1.148], [2.313, 2.459, -2.646], [2.749, 1.718, -1.086]], "homo_energy_ev": -8.143, "homo_lumo_gap_ha": 0.3206, "e_lumo_ev": 0.58}

Of them, 1) has the highest stability.